{
  "formula": "C4H8O3",
  "method": "ωB97M-V/def2-TZVPD",
  "elements": ["O", "O", "O", "C", "C", "C", "C", "H", "H", "H", "H", "H", "H", "H", "H"],
  "positions_angstrom": [[2.90475, -0.34663, 0.91260], [1.11908, -0.66289, -0.88722], [-1.34421, 1.61608, 0.09353], [-0.87098, -0.68068, 0.39531], [1.60148, -0.10956, 1.34800], [-1.62670, 0.33986, -0.44798], [0.63017, -0.50584, 0.21569], [-1.13912, -1.68616, 0.04186], [-1.69718, 2.28499, -0.50471], [2.79066, -0.34332, -0.05468], [1.49428, 0.96287, 1.54120], [1.35053, -0.67936, 2.26334], [-1.17710, -0.59157, 1.44176], [-2.70502, 0.11982, -0.41725], [-1.28816, 0.26147, -1.49094]],
  "forces_ev_per_a": [[0.03, -0.08, -0.03], [-0.25, 0.01, 0.30], [-0.07, 0.28, -0.11], [0.02, 0.04, 0.14], [-0.62, -0.34, -0.06], [-0.02, -0.39, -0.13], [0.23, 0.15, -0.30], [0.18, 0.18, 0.10], [0.09, -0.04, 0.14], [0.41, -0.20, -0.04], [-0.51, 0.03, 0.19], [0.25, 0.25, -0.33], [0.10, 0.03, -0.08], [0.20, 0.05, 0.04], [-0.04, 0.03, 0.18]],
  "mulliken_charge": [-0.538, -0.646, -0.504, -0.633, -0.440, -0.433, 0.728, 0.347, 0.300, 0.383, 0.216, 0.290, 0.306, 0.310, 0.317],
  "e_homo_ev": -10.117,
  "e_above_lowest_kj_mol": 136.3,
  "gap_ev": 10.82,
  "smiles": "O=C(CO)CCO"
}

***

{
  "formula": "C4H5NO",
  "method": "ωB97M-V/def2-TZVPD",
  "elements": ["O", "N", "C", "C", "C", "C", "H", "H", "H", "H", "H"],
  "positions_angstrom": [[-1.45609, 1.05229, 0.39151], [1.84230, -0.22303, -0.32279], [-0.59406, -0.87345, -0.32309], [-0.09618, 1.19176, 0.35674], [0.48634, 0.04147, -0.07729], [-1.73082, -0.20072, -0.01815], [-0.51902, -1.88890, -0.68656], [2.09361, -1.18026, -0.11347], [2.46540, 0.39885, 0.17551], [-2.77570, -0.47348, -0.04307], [0.28424, 2.15547, 0.66067]],
  "forces_ev_per_a": [[-0.04, -0.02, -0.01], [0.06, -0.02, 0.12], [-0.08, 0.05, 0.00], [0.22, -0.02, -0.01], [-0.20, 0.13, 0.09], [0.02, -0.16, -0.05], [-0.02, 0.13, 0.05], [-0.05, 0.09, -0.04], [-0.08, -0.03, -0.07], [0.16, 0.02, -0.01], [0.00, -0.17, -0.07]],
  "mulliken_charge": [-0.332, -0.552, -0.477, -0.542, 0.715, -0.442, 0.359, 0.249, 0.241, 0.402, 0.378],
  "e_homo_ev": -8.089,
  "e_above_lowest_kj_mol": 73.3,
  "gap_ev": 9.17,
  "smiles": "Nc1ccoc1"
}

***

{
  "formula": "CH9N3",
  "method": "ωB97M-V/def2-TZVPD",
  "elements": ["N", "N", "N", "C", "H", "H", "H", "H", "H", "H", "H", "H", "H"],
  "positions_angstrom": [[2.23912, 0.69482, 0.70578], [0.16407, -0.47835, -0.40380], [-2.83790, -0.54609, -0.07761], [0.89658, 0.59069, 0.29725], [-2.98044, -1.33045, -0.76633], [2.88223, 0.87966, -0.07943], [-2.88482, 0.33662, -0.60894], [0.29257, 0.79533, 1.21252], [-1.88373, -0.66892, 0.19575], [2.56560, 0.03566, 1.34409], [0.50524, -1.40924, -0.10304], [0.65002, 1.51981, -0.31997], [0.39147, -0.41954, -1.39626]],
  "forces_ev_per_a": [[0.93, 0.96, -2.44], [1.94, -1.03, -0.15], [-1.09, -0.76, -1.27], [-3.18, 2.77, 0.52], [-0.04, 1.25, 0.84], [-0.30, -0.48, 0.89], [0.11, -0.72, 0.30], [0.30, -0.37, -0.36], [0.64, 0.26, 0.08], [0.63, -1.25, 0.98], [-0.32, 0.64, -0.15], [0.50, -1.08, 0.64], [-0.12, -0.18, 0.13]],
  "mulliken_charge": [-0.466, -0.594, -0.781, -0.489, 0.215, 0.212, 0.231, 0.310, 0.358, 0.203, 0.209, 0.330, 0.261],
  "e_homo_ev": -9.169,
  "e_above_lowest_kj_mol": 48.3,
  "gap_ev": 10.12,
  "smiles": "NCN.N"
}

***

{
  "formula": "C7H10",
  "method": "ωB97M-V/def2-TZVPD",
  "elements": ["C", "C", "C", "C", "C", "C", "C", "H", "H", "H", "H", "H", "H", "H", "H", "H", "H"],
  "positions_angstrom": [[0.43598, -0.65501, -1.39849], [1.32683, 0.46908, -0.86336], [-1.50303, 0.35503, 1.22960], [-0.14950, 0.66346, -0.99606], [-0.11660, -1.35487, -0.16997], [-0.25473, 0.06592, 0.43818], [1.23297, 0.46764, 0.66431], [-2.31458, 0.21519, 0.50287], [-1.09396, -1.82031, -0.33149], [-1.67675, -0.33057, 2.06570], [0.54856, -1.04896, -2.40271], [2.08095, 0.92649, -1.49394], [0.54356, -2.05228, 0.36379], [1.86773, -0.22327, 1.23650], [-0.71667, 1.44835, -1.47975], [-1.56563, 1.38851, 1.58519], [1.35483, 1.48559, 1.04963]],
  "forces_ev_per_a": [[0.09, -0.21, -0.25], [0.29, 0.16, -0.09], [0.02, 0.02, 0.06], [-0.16, 0.24, -0.20], [-0.03, -0.12, 0.00], [-0.24, 0.02, 0.14], [0.05, -0.01, 0.14], [-0.08, 0.01, 0.33], [0.11, 0.10, -0.08], [0.14, 0.11, -0.05], [0.12, 0.07, 0.15], [-0.04, -0.12, 0.14], [-0.14, 0.09, -0.09], [-0.15, 0.11, -0.07], [0.03, -0.22, -0.11], [0.12, -0.12, 0.01], [-0.13, -0.13, -0.03]],
  "mulliken_charge": [-0.417, -0.500, -1.573, -0.391, -0.656, 0.669, -0.645, 0.374, 0.330, 0.321, 0.390, 0.395, 0.271, 0.283, 0.479, 0.358, 0.313],
  "e_homo_ev": -9.294,
  "e_above_lowest_kj_mol": 235.3,
  "gap_ev": 10.39,
  "smiles": "C[C@]12C[C@@H]3[C@H](C1)[C@@H]32"
}

***

> What is the formula in the third record?

CH9N3